85
Properties=species:S:1:pos:R:3 method="wB97M-V/def2-TZVPD" fmax_ev_per_a=4.8 lumo_ev=-0.5 smiles="C[C@@H](Cl)Cc1cc2c(c([PH2]=N)c1I)Sc1ccccc1N2CC(=O)N(C)C.COC(=O)OC.COC(=O)OC.COC(=O)OC" total_charge=0 homo_lumo_gap_ev=7.93
C 2.77 2.67 5.46
C 1.32 2.12 5.05
Cl 0.41 1.58 6.58
C 0.42 3.22 4.25
C 0.21 2.63 2.78
C -0.60 1.28 2.70
C -0.80 0.63 1.30
C -0.20 1.32 0.01
C 0.58 2.66 0.05
P 1.25 3.38 -1.57
N 0.69 4.90 -1.66
C 0.77 3.32 1.48
I 1.87 5.23 1.62
S -0.50 0.35 -1.57
C -0.24 -1.40 -0.97
C 0.50 -2.46 -1.82
C 0.70 -3.90 -1.20
C 0.18 -4.22 0.22
C -0.59 -3.14 1.03
C -0.83 -1.68 0.47
N -1.56 -0.64 1.26
C -2.92 -0.43 0.67
C -4.00 0.11 1.75
O -3.87 -0.29 2.95
N -5.07 1.01 1.30
C -6.35 0.78 2.03
C -4.71 2.45 1.50
H 2.62 3.69 5.96
H 3.43 2.75 4.51
H 3.34 1.95 6.16
H 1.50 1.17 4.42
H -0.55 3.31 4.85
H 0.97 4.22 4.23
H -1.04 0.75 3.60
H 0.80 2.64 -2.73
H 2.70 3.32 -1.62
H 0.12 4.88 -2.54
H 0.90 -2.25 -2.88
H 1.26 -4.68 -1.83
H 0.33 -5.23 0.71
H -0.98 -3.33 2.09
H -2.93 0.36 -0.18
H -3.38 -1.39 0.24
H -6.24 0.60 3.15
H -7.01 -0.04 1.58
H -6.98 1.75 1.93
H -3.79 2.68 0.86
H -5.53 3.19 1.18
H -4.51 2.61 2.62
C 2.91 7.01 -2.24
O 3.17 8.16 -3.04
C 2.16 9.05 -3.08
O 1.10 8.94 -2.51
O 2.54 10.08 -3.86
C 1.56 11.10 -3.99
H 3.79 6.37 -2.29
H 2.73 7.28 -1.20
H 2.06 6.45 -2.64
H 1.33 11.55 -3.02
H 0.65 10.71 -4.45
H 1.97 11.88 -4.63
C -1.69 -5.21 -3.46
O -2.09 -5.76 -4.72
C -1.44 -5.24 -5.78
O -0.58 -4.38 -5.73
O -1.90 -5.83 -6.89
C -1.29 -5.37 -8.09
H -2.28 -5.71 -2.69
H -0.63 -5.41 -3.27
H -1.89 -4.14 -3.43
H -0.22 -5.58 -8.09
H -1.48 -4.31 -8.24
H -1.74 -5.92 -8.92
C 2.41 -5.37 3.49
O 2.10 -6.58 2.80
C 3.07 -7.51 2.86
O 4.13 -7.40 3.42
O 2.65 -8.59 2.18
C 3.59 -9.67 2.15
H 1.56 -4.70 3.38
H 2.57 -5.56 4.55
H 3.29 -4.89 3.05
H 3.79 -10.03 3.16
H 4.51 -9.36 1.66
H 3.14 -10.48 1.58

***

99
Properties=species:S:1:pos:R:3 method="wB97M-V/def2-TZVPD" fmax_ev_per_a=10.2 lumo_ev=-2.2 smiles="CCOC[C@]1(CC(=O)OC(C)=O)OS(=O)(=O)O[C@]1(P(C)O)S(=O)(=O)C(F)(F)C(F)(F)F.C[C@@H]1COC(=O)O1.C[C@@H]1COC(=O)O1.C[C@@H]1COC(=O)O1.C[C@@H]1COC(=O)O1" total_charge=0 homo_lumo_gap_ev=7.29
C -2.39 3.04 -3.22
C -1.69 3.36 -1.74
O -2.47 2.59 -0.76
C -1.62 2.15 0.39
C -1.35 0.53 0.30
C 0.24 0.33 -0.04
C 0.59 0.05 -1.61
O 0.05 0.64 -2.68
O 1.68 -0.93 -1.88
C 2.92 -0.22 -1.55
C 3.22 1.38 -1.75
O 3.93 -0.99 -1.05
O -2.29 0.15 -0.81
S -3.82 -0.40 -0.24
O -4.96 0.65 -0.49
O -4.37 -1.74 -0.79
O -3.35 -0.45 1.41
C -1.85 -0.46 1.51
P -1.52 -2.37 1.34
C -1.12 -2.84 -0.47
O -3.09 -3.14 1.65
S -1.61 0.02 3.30
O -2.90 0.75 3.76
O -1.60 -1.34 4.10
C -0.01 0.86 3.72
F 1.19 0.30 2.99
F 0.27 0.58 5.17
C 0.06 2.48 3.52
F 0.94 2.78 2.34
F 0.83 3.02 4.71
F -1.23 3.20 3.52
H -1.96 3.72 -4.08
H -3.55 3.16 -3.05
H -2.22 1.90 -3.51
H -1.71 4.51 -1.51
H -0.56 3.04 -1.84
H -2.27 2.33 1.35
H -0.65 2.80 0.33
H 0.92 1.24 0.30
H 0.65 -0.60 0.58
H 2.45 2.10 -1.25
H 3.35 1.69 -2.88
H 4.26 1.59 -1.21
H -0.01 -2.52 -0.68
H -1.16 -4.02 -0.62
H -1.89 -2.41 -1.27
H -3.32 -3.67 0.82
C -0.60 -2.98 -5.47
C 0.06 -4.14 -4.75
C -0.20 -5.47 -5.38
O 0.00 -6.36 -4.29
C -0.32 -5.65 -3.16
O -0.45 -6.13 -2.05
O -0.47 -4.32 -3.45
H -0.54 -2.07 -4.86
H -0.13 -2.79 -6.43
H -1.67 -3.17 -5.64
H 1.14 -3.95 -4.65
H 0.48 -5.70 -6.20
H -1.24 -5.60 -5.73
C 0.88 0.81 -9.98
C 0.22 0.61 -8.63
C -0.94 -0.34 -8.66
O -1.69 0.07 -7.53
C -1.43 1.40 -7.37
O -2.04 2.14 -6.62
O -0.39 1.80 -8.17
H 1.58 1.65 -9.94
H 1.43 -0.09 -10.29
H 0.14 1.05 -10.76
H 0.97 0.31 -7.89
H -0.63 -1.39 -8.57
H -1.58 -0.23 -9.55
C 3.79 3.69 4.47
C 4.95 4.52 4.99
C 4.89 4.79 6.46
O 5.67 5.97 6.57
C 5.55 6.62 5.38
O 5.92 7.76 5.18
O 4.94 5.83 4.45
H 3.78 3.69 3.38
H 3.85 2.66 4.82
H 2.83 4.11 4.80
H 5.90 4.05 4.70
H 5.31 3.98 7.06
H 3.88 5.02 6.83
C -1.75 -1.65 7.06
C -1.09 -2.80 7.78
C -1.35 -4.14 7.15
O -1.15 -5.02 8.24
C -1.47 -4.31 9.37
O -1.60 -4.80 10.47
O -1.62 -2.98 9.08
H -1.69 -0.74 7.67
H -1.27 -1.46 6.09
H -2.82 -1.84 6.89
H -0.01 -2.61 7.88
H -0.66 -4.37 6.33
H -2.38 -4.26 6.80

***

84
Properties=species:S:1:pos:R:3 method="wB97M-V/def2-TZVPD" e_above_lowest_ev=2.495 fmax_ev_per_a=1.8 lumo_ev="2.0 / 2.0" total_charge=-1 homo_lumo_gap_ev="6.19 / 6.19"
Ir 0.06 0.59 -0.76
C -6.04 2.10 -0.50
O -6.81 0.98 -0.09
C -6.21 0.09 0.75
C -5.02 0.36 1.43
C -4.45 -0.62 2.23
C -5.05 -1.87 2.37
C -6.28 -2.09 1.75
C -6.86 -1.12 0.94
N -4.56 -2.96 3.15
N -3.36 -3.10 3.46
C -2.30 -2.50 2.73
C -1.20 -2.11 3.46
C -0.18 -1.31 2.94
C -0.27 -0.89 1.62
O 0.58 -0.09 1.04
C -1.32 -1.42 0.81
N -1.28 -1.04 -0.49
C -2.12 -1.57 -1.34
C -3.07 -2.53 -0.94
C -3.18 -2.87 0.38
C -2.31 -2.28 1.32
H -6.57 2.55 -1.33
H -5.04 1.80 -0.82
H -5.95 2.83 0.31
H -4.52 1.31 1.34
H -3.54 -0.38 2.76
H -6.77 -3.04 1.90
H -7.80 -1.30 0.44
H -1.18 -2.38 4.51
H 0.66 -0.99 3.54
H -2.04 -1.24 -2.37
H -3.72 -2.97 -1.68
H -3.92 -3.59 0.70
O -1.25 6.32 -1.91
C -0.93 5.98 -0.56
C -0.63 4.48 -0.42
C -0.48 4.29 1.10
O 0.14 3.12 1.56
C 0.61 4.19 -1.26
Se 1.48 2.41 -1.31
C -1.83 3.74 -1.01
Se -2.00 1.80 -0.82
H -1.36 7.27 -1.96
H -1.78 6.24 0.10
H -0.05 6.55 -0.22
H -1.49 4.41 1.54
H 0.14 5.10 1.49
H -0.36 2.35 1.28
H 1.42 4.86 -0.96
H 0.37 4.41 -2.29
H -1.90 3.97 -2.07
H -2.75 4.11 -0.53
C 4.22 -3.55 -1.63
C 4.63 -2.85 -0.35
C 3.63 -3.01 0.79
O 4.97 -1.48 -0.63
P 4.01 -0.17 -0.54
S 3.78 0.44 1.29
S 2.36 -0.48 -1.67
O 4.87 0.83 -1.44
C 6.30 0.98 -1.52
C 6.89 0.00 -2.51
C 6.99 0.93 -0.16
H 4.01 -4.60 -1.43
H 5.01 -3.49 -2.37
H 3.33 -3.08 -2.05
H 5.59 -3.28 -0.02
H 2.67 -2.56 0.55
H 4.00 -2.54 1.70
H 3.48 -4.08 0.97
H 6.41 1.99 -1.92
H 6.85 -1.02 -2.12
H 7.93 0.26 -2.72
H 6.32 0.03 -3.44
H 6.90 -0.06 0.29
H 6.55 1.65 0.52
H 8.05 1.16 -0.30
C 0.63 -4.33 -1.04
O 0.60 -2.94 -1.27
H 1.23 -4.60 -0.17
H 1.01 -4.89 -1.91
H -0.40 -4.65 -0.86
H 1.48 -2.56 -1.36